Below is a gas-phase ion, C28H23O9S4 (charge -1), with properties calculated with ωB97M-V with the def2-TZVPD basis set.

Each line ends with the Mulliken charge.
CARTESIAN COORDINATES (ANGSTROEM)
1 C -3.0734 1.4841 -4.1355  -0.375
2 C -3.4537 2.3749 -3.1277  -0.650
3 C -3.2221 2.0596 -1.7910  -0.422
4 C -2.6078 0.8531 -1.4559  -0.207
5 S -2.4542 0.4724 0.2957  2.003
6 C -0.7971 0.6490 0.8022  -1.106
7 C 0.4463 0.5220 -0.1809  1.279
8 C 1.3097 1.7991 -0.3011  -0.557
9 C 1.0527 2.9479 0.4245  -0.243
10 C 2.0995 3.8306 0.7247  -0.858
11 C 3.3556 3.6448 0.1176  -0.534
12 C 3.5102 2.6285 -0.8497  -0.577
13 C 2.4324 1.7916 -1.1271  -0.378
14 S -0.6807 1.2958 2.4297  2.119
15 C -2.0740 0.5431 3.2673  -0.346
16 C -3.0533 1.3865 3.7786  -0.174
17 C -4.1246 0.8379 4.4758  -0.605
18 C -4.1900 -0.5438 4.6807  -0.513
19 C -3.1706 -1.3749 4.2027  -0.569
20 C -2.0933 -0.8301 3.5031  -0.337
21 O 0.4427 0.7838 3.1986  -0.788
22 O -0.9772 2.7112 2.4713  -0.768
23 O -3.2302 1.5328 0.9199  -0.682
24 O -2.9094 -0.8923 0.4362  -0.743
25 C -2.2498 -0.0617 -2.4537  -0.143
26 C -2.4758 0.2663 -3.7954  -0.730
27 H -3.2630 1.7341 -5.1818  0.353
28 H -3.9471 3.3163 -3.3623  0.370
29 H -3.5232 2.7437 -1.0036  0.430
30 H -0.0125 0.2924 -1.1646  0.234
31 H 0.0306 3.1811 0.7184  0.494
32 H 1.9178 4.6472 1.4358  0.411
33 H 4.2052 4.2756 0.3974  0.345
34 H 4.4693 2.4974 -1.3654  0.414
35 H 2.4236 1.1808 -2.0310  0.663
36 H -2.9786 2.4550 3.6053  0.419
37 H -4.8983 1.5105 4.8461  0.362
38 H -5.0351 -0.9733 5.2242  0.342
39 H -3.2002 -2.4526 4.3716  0.375
40 H -1.2833 -1.4511 3.1266  0.263
41 H -1.8027 -1.0155 -2.1775  0.458
42 H -2.1974 -0.4425 -4.5760  0.387
43 C 2.9325 -0.6654 2.2591  -0.828
44 O 2.0375 -0.1048 1.2559  0.227
45 C 1.3108 -0.5441 0.2638  -0.422
46 S 0.8232 -2.2823 0.1143  1.705
47 O 1.3785 -3.0022 1.2493  -0.756
48 O -0.5976 -2.3553 -0.1657  -0.579
49 C 1.5693 -2.9914 -1.4014  -0.053
50 C 2.7642 -2.4731 -1.8870  0.268
51 C 3.3882 -2.9802 -3.0074  -0.724
52 C 2.7778 -4.0192 -3.7138  -0.508
53 C 1.5483 -4.5355 -3.2641  -0.653
54 C 0.9542 -4.0323 -2.1029  -0.654
55 S 3.5925 -1.0992 -1.0123  1.396
56 O 4.3549 -0.3391 -1.9951  -0.732
57 O 4.3581 -1.7666 0.0431  -0.709
58 H 2.6175 -0.1648 3.1729  0.251
59 H 2.8322 -1.7439 2.3318  0.290
60 H 3.9365 -0.3560 1.9731  0.338
61 H 4.3444 -2.5486 -3.3176  0.467
62 H 3.2793 -4.4151 -4.5952  0.372
63 H 1.0746 -5.3427 -3.8212  0.382
64 H 0.0062 -4.4495 -1.7531  0.507

Maximum force ... 4.023 eV/Å
LUMO ... 1.3 eV
Total charge ... -1
Energy above the lowest of the compared OMol25 structures with the same formula, charge and spin ... 0.0 kcal/mol
HOMO level ... -4.96 eV
Total energy ... -91172.6217 eV

Below is a molecular structure, C17H24AsN3ORhS4, with properties calculated with ωB97M-V with the def2-TZVPD basis set.

Each line ends with the Mulliken charge.
CARTESIAN COORDINATES (ANGSTROEM)
1 Rh 0.3612 -1.5967 0.8351  0.144
2 C -2.0425 -1.9368 5.2375  -0.967
3 N -2.0031 -0.7765 4.3541  -0.188
4 C -1.0841 -0.5646 3.4218  0.812
5 S 0.2103 -1.7090 3.2148  -0.284
6 N -1.1388 0.5455 2.6964  0.099
7 C -2.2583 1.4726 2.7069  -1.110
8 H -2.8771 -1.8026 5.9194  0.348
9 H -1.1240 -2.0164 5.8154  0.355
10 H -2.1869 -2.8534 4.6680  0.304
11 H -2.7204 -0.0799 4.4754  0.226
12 H -0.4512 0.6398 1.9583  -0.140
13 H -2.4072 1.8955 3.7023  0.379
14 H -3.1766 0.9895 2.3657  0.373
15 H -2.0223 2.2933 2.0367  0.333
16 C 4.3930 4.8338 -4.2614  -0.856
17 C 3.2531 5.7293 -4.6723  0.587
18 O 3.1195 6.1845 -5.7673  -0.482
19 S 2.1032 6.2580 -3.3479  -0.138
20 C 1.7948 4.7117 -2.5412  0.028
21 C 1.4988 3.5564 -3.2605  -0.536
22 C 1.2250 2.3717 -2.6013  -0.423
23 C 1.2158 2.3298 -1.2069  0.915
24 C 1.4923 3.4905 -0.4860  -0.562
25 C 1.7848 4.6692 -1.1495  -0.538
26 C 0.9242 1.1015 -0.5218  0.248
27 C 0.6680 0.1040 0.1206  -0.592
28 H 4.9251 4.4975 -5.1470  0.292
29 H 4.0412 3.9839 -3.6792  0.316
30 H 5.0594 5.4165 -3.6235  0.279
31 H 1.4668 3.5862 -4.3425  0.473
32 H 1.0005 1.4771 -3.1661  0.446
33 H 1.4948 3.4632 0.5955  0.450
34 H 2.0171 5.5630 -0.5854  0.427
35 S 4.6195 -2.0280 0.3692  -0.321
36 C 3.0975 -2.3791 0.4178  0.581
37 N 1.9351 -2.7056 0.4488  -0.773
38 C -1.4573 -4.3727 -2.0469  -1.044
39 As -1.9445 -3.8275 -0.2837  0.733
40 C -3.7633 -4.3382 -0.0020  -1.024
41 C -0.8562 -4.8095 0.9404  -0.954
42 S -1.8066 -1.6865 -0.1191  -0.481
43 H -1.6201 -5.4455 -2.1439  0.414
44 H -0.4079 -4.1342 -2.2089  0.342
45 H -2.0742 -3.8305 -2.7601  0.367
46 H -3.8514 -5.4206 -0.0850  0.391
47 H -4.3777 -3.8562 -0.7598  0.364
48 H -4.0741 -4.0082 0.9865  0.343
49 H -1.0521 -5.8679 0.7705  0.417
50 H -1.1165 -4.5329 1.9603  0.241
51 H 0.1932 -4.5849 0.7517  0.383

Maximum force ... 1.461 eV/Å
LUMO (alpha / beta) ... -4.8 / -4.9 eV
Total charge ... +1
Energy above the lowest of the compared OMol25 structures with the same formula, charge and spin ... 31.0 kcal/mol
HOMO level (alpha / beta) ... -10.29 / -10.32 eV
Total energy ... -131715.8834 eV

Below is a single C3H3OP molecule, with properties calculated with ωB97M-V with the def2-TZVPD basis set.

Each line ends with the Mulliken charge.
CARTESIAN COORDINATES (ANGSTROEM)
1 C -0.1134 -0.0114 0.9626  -0.368
2 C 1.1511 -0.1801 -0.1147  -0.250
3 C -0.0803 0.7064 -0.3089  0.344
4 O -1.0893 0.8357 -1.3067  -0.482
5 P 1.5792 -0.2298 1.6986  -0.062
6 H -0.9763 -0.7444 1.0669  0.210
7 H 1.4482 -0.8740 -0.9463  0.303
8 H -1.9193 0.4976 -1.0516  0.304

Maximum force ... 4.100 eV/Å
LUMO (alpha / beta) ... -0.1 / -0.1 eV
Energy above the lowest of the compared OMol25 structures with the same formula, charge and spin ... 102.9 kcal/mol
HOMO level (alpha / beta) ... -7.21 / -7.20 eV
Total energy ... -14490.5584 eV

Below is a molecular structure, C5H5GaO, with properties calculated with ωB97M-V with the def2-TZVPD basis set.

Each line ends with the Mulliken charge.
CARTESIAN COORDINATES (ANGSTROEM)
1 C -0.7653 -0.9194 -0.6857  -0.541
2 C -1.1414 0.4008 -0.5084  -0.684
3 H 0.0177 -1.5773 -1.0618  0.298
4 H -1.5391 -1.6809 -0.5420  0.430
5 H -2.1940 0.5885 -0.2696  0.432
6 H -0.8771 1.4376 -0.7073  0.417
7 C 1.4644 0.6499 -0.9787  -0.171
8 C 1.8673 0.8337 0.3426  0.285
9 H 2.0776 -0.0976 -1.5078  0.367
10 C 1.4278 0.6423 1.5086  0.503
11 O 0.5385 0.2201 2.2900  -0.068
12 Ga -0.8763 -0.4979 2.1200  0.733

Maximum force ... 10.227 eV/Å
LUMO (alpha / beta) ... -13.2 / -11.8 eV
Total charge ... +2
Energy above the lowest of the compared OMol25 structures with the same formula, charge and spin ... 61.6 kcal/mol
HOMO level (alpha / beta) ... -19.51 / -19.81 eV
Total energy ... -59659.7546 eV

Below is a molecular structure, C39H35CrN2O3, with properties calculated with ωB97M-V with the def2-TZVPD basis set.

Each line ends with the Löwdin spin population.
CARTESIAN COORDINATES (ANGSTROEM)
1 C 5.8381 1.3652 -0.3702  0.000
2 C 4.4374 1.8678 -0.3303  -0.002
3 C 3.4966 1.3816 -1.2214  0.002
4 C 2.1919 1.8395 -1.2188  0.002
5 C 1.2307 1.2807 -2.2070  0.020
6 C 1.8122 2.8111 -0.2872  0.010
7 N 0.4338 3.2607 -0.2462  0.075
8 C -0.6719 2.5082 -0.1597  0.717
9 N -1.7784 3.2634 -0.1174  0.073
10 C -3.1560 2.8093 -0.1075  0.010
11 C -3.5368 1.8266 0.8095  0.001
12 C -2.5489 1.2698 1.7713  0.026
13 C -4.8421 1.3686 0.8066  0.001
14 C -5.7792 1.8623 -0.0844  -0.002
15 C -7.1828 1.3668 -0.0475  0.000
16 C -5.3809 2.8231 -0.9998  0.000
17 C -4.0813 3.2996 -1.0344  -0.002
18 C -3.6881 4.2922 -2.0716  0.000
19 C -1.3448 4.6152 -0.1478  0.017
20 C 0.0011 4.6128 -0.2635  0.016
21 C 2.7444 3.3007 0.6330  -0.002
22 C 2.3556 4.2959 1.6690  0.000
23 C 4.0443 2.8264 0.5893  0.001
24 H 6.4555 1.8443 0.3910  0.000
25 H 5.8690 0.2883 -0.1972  0.000
26 H 6.2931 1.5647 -1.3417  0.000
27 H 3.7872 0.6299 -1.9342  0.000
28 H 0.2485 1.7426 -2.1228  0.012
29 H 1.5827 1.4461 -3.2256  0.002
30 H 1.1075 0.2071 -2.0605  0.000
31 H -3.0085 0.5496 2.4489  0.003
32 H -1.7423 0.7589 1.2443  0.017
33 H -2.1058 2.0654 2.3710  0.000
34 H -5.1387 0.6139 1.5132  0.001
35 H -7.7971 1.8499 -0.8087  0.000
36 H -7.2202 0.2902 -0.2209  0.000
37 H -7.6379 1.5683 0.9236  0.000
38 H -6.0982 3.2054 -1.7042  0.000
39 H -4.5171 4.5120 -2.7454  0.000
40 H -3.3847 5.2364 -1.6218  0.000
41 H -2.8589 3.9186 -2.6735  0.000
42 H -1.9825 5.4781 -0.0659  0.003
43 H 0.6410 5.4714 -0.3705  0.003
44 H 3.1864 4.5170 2.3401  0.000
45 H 2.0512 5.2385 1.2162  0.000
46 H 1.5272 3.9248 2.2733  0.000
47 H 4.7657 3.2071 1.2903  0.000
48 O 2.5764 -6.8517 3.1288  0.012
49 C 2.8467 -6.2122 2.2255  0.001
50 Cr 3.2916 -5.1405 0.7611  1.051
51 C 1.6408 -5.4842 -0.0420  0.008
52 O 0.6302 -5.6786 -0.5309  0.020
53 C 4.0692 -6.5602 -0.1718  0.001
54 O 4.5576 -7.4135 -0.7472  0.013
55 C 5.1118 -4.2572 1.5161  0.010
56 C 4.0203 -3.7678 2.2807  -0.010
57 C 2.9029 -3.2008 1.6276  0.031
58 C 2.8625 -3.0918 0.1925  0.035
59 C 1.7320 -2.5876 -0.4484  0.223
60 C 0.6277 -2.3314 -0.9823  0.029
61 C -0.5779 -2.1881 -1.5144  0.278
62 C -1.8006 -2.3137 -0.8049  0.021
63 C -3.0241 -2.1433 -1.4729  0.076
64 C -4.2138 -2.2000 -0.7891  -0.008
65 C -4.2160 -2.4388 0.5741  0.094
66 C -3.0262 -2.6440 1.2509  -0.005
67 C -1.8325 -2.5924 0.5719  0.074
68 C 3.9799 -3.5910 -0.5617  0.028
69 C 5.0955 -4.1493 0.1001  -0.010
70 H 5.9916 -4.6640 2.0178  0.002
71 H 4.0565 -3.8071 3.3747  0.001
72 H 2.0775 -2.7832 2.2078  0.002
73 H -0.6319 -1.9964 -2.5712  0.011
74 H -3.0214 -1.9694 -2.5339  0.003
75 H -5.1477 -2.0711 -1.3153  -0.002
76 H -5.1505 -2.4723 1.1112  0.005
77 H -3.0372 -2.8563 2.3092  -0.002
78 H -0.9079 -2.7786 1.0879  0.004
79 H 3.9594 -3.5150 -1.6505  0.001
80 H 5.9391 -4.5244 -0.4843  0.001

Maximum force ... 4.737 eV/Å
<S²> ... 3.839
2S+1 ... 4
LUMO (alpha / beta) ... -5.0 / -7.9 eV
Total charge ... +2
Energy above the lowest of the compared OMol25 structures with the same formula, charge and spin ... 0.0 kcal/mol
HOMO level (alpha / beta) ... -12.34 / -13.53 eV
Total energy ... -78536.6847 eV

Below is a single C8H9N molecule, with properties calculated with ωB97M-V with the def2-TZVPD basis set.

Each line ends with the Mulliken charge.
CARTESIAN COORDINATES (ANGSTROEM)
1 C -2.7507 0.6047 -0.0937  -0.455
2 C -1.6137 1.4199 0.3300  -0.761
3 C -2.3040 -0.6814 -0.1931  -0.403
4 C -0.5656 0.5687 0.3555  0.081
5 C 1.2571 -1.3190 0.2729  -0.657
6 C 0.0265 -1.6722 0.0111  0.018
7 C 1.4958 0.0875 0.6053  -0.014
8 C 2.4091 0.9334 -0.3865  -0.983
9 N -0.9461 -0.6589 0.0096  0.206
10 H -3.7618 0.9523 -0.3647  0.350
11 H -1.6917 2.5139 0.6189  0.348
12 H -2.6119 -1.6549 -0.6054  0.327
13 H 1.9721 -2.0406 -0.1145  0.321
14 H -0.1011 -2.7973 -0.2655  0.232
15 H 1.4497 0.2610 1.6396  0.486
16 H 3.4939 0.8532 -0.0836  0.345
17 H 1.9947 1.9912 -0.2425  0.288
18 H 2.2477 0.6382 -1.4934  0.273

Maximum force ... 4.931 eV/Å
LUMO ... 1.1 eV
Energy above the lowest of the compared OMol25 structures with the same formula, charge and spin ... 83.1 kcal/mol
HOMO level ... -8.28 eV
Total energy ... -9927.9895 eV